{"formula": "C3H11N2OS", "method": "ωB97M-V with the def2-TZVPD basis set", "elements": ["N", "C", "C", "S", "C", "N", "H", "H", "H", "H", "H", "H", "H", "H", "H", "H", "H", "O"], "xyz": [[0.246866, 0.903380, -1.017074], [-0.329833, -0.273645, -0.276296], [-1.713006, -0.723391, -0.789809], [-1.666840, -1.179126, -2.519964], [-0.477757, 0.078405, 1.225586], [0.686624, 0.741193, 1.859965], [0.325577, 0.673474, -2.010357], [-0.421854, 1.661082, -1.096851], [0.309183, -1.213814, -0.427291], [-2.188063, -1.604709, -0.234802], [-2.471431, 0.031428, -0.820548], [-1.316831, 0.759355, 1.280865], [-0.641624, -0.916632, 1.781203], [0.449054, 1.680123, 2.136926], [1.488146, 0.792038, 1.257721], [2.041283, 0.061622, -0.479606], [2.822277, -1.114227, 0.344012], [2.858221, -0.356561, -0.213687]], "forces_ev_per_angstrom": [[0.3, -1.0, -0.1], [-0.6, -0.4, 0.1], [-0.4, -1.4, -0.1], [0.3, -0.5, -1.2], [1.3, -1.2, 0.1], [-0.5, -0.3, 0.4], [-0.1, -0.7, 0.2], [-0.3, 0.0, 0.7], [-0.4, 1.6, 0.1], [1.1, 1.1, -0.1], [-0.2, 1.0, 0.9], [-0.5, -0.2, 0.4], [-0.3, 1.5, -0.8], [0.1, 0.1, -0.1], [0.1, 0.0, -0.3], [-0.9, -0.2, 0.1], [-0.9, -0.6, 0.4], [2.0, 0.9, -0.6]], "charge": -1, "gap_ev": 6.35, "de_lowest_kj_mol": 71.0, "spin_multiplicity": 1}

=====

{"formula": "C3H11N2OS", "method": "ωB97M-V with the def2-TZVPD basis set", "elements": ["N", "C", "C", "S", "C", "N", "H", "H", "H", "H", "H", "H", "H", "H", "H", "H", "H", "O"], "xyz": [[-0.988364, -0.225314, 0.312155], [-0.145627, 0.328876, -0.766531], [-0.297625, -0.559471, -2.047605], [-2.086467, -0.914709, -2.490429], [1.335277, 0.218490, -0.345188], [1.680491, 0.965444, 0.865589], [-1.886274, 0.248549, 0.245184], [-1.239498, -1.189003, 0.159545], [-0.512369, 1.351687, -0.860893], [-0.086095, 0.154746, -2.848590], [0.224250, -1.505363, -2.017238], [1.469840, -0.854587, -0.153616], [2.061239, 0.430220, -1.130107], [1.464009, 0.485754, 1.713251], [1.103319, 1.789475, 0.884591], [-0.237642, -0.793676, 2.964785], [-0.999918, 0.195270, 2.293979], [-0.858544, -0.126389, 3.221118]], "forces_ev_per_angstrom": [[0.0, 1.1, 1.1], [0.2, -2.5, 0.0], [-2.4, 2.3, -0.5], [0.4, -0.1, 0.4], [-0.5, -0.5, 0.8], [0.6, 0.5, -0.5], [0.0, -0.3, -0.2], [0.1, -0.3, -0.5], [0.4, 0.1, -0.6], [1.1, -0.8, -0.3], [0.6, 0.1, 0.0], [0.1, 0.1, 0.1], [-0.3, 0.4, -0.3], [-0.3, -0.5, 0.3], [-0.1, 0.4, 0.1], [0.6, -0.9, 0.3], [-0.2, -0.1, 0.4], [-0.4, 0.8, -0.7]], "charge": -1, "gap_ev": 6.55, "de_lowest_kj_mol": 56.1, "spin_multiplicity": 1}